{
  "formula": "C9H7Cl2IO",
  "method": "ωB97M-V/def2-TZVPD",
  "elements": ["C", "C", "C", "C", "C", "C", "C", "C", "C", "O", "Cl", "Cl", "I", "H", "H", "H", "H", "H", "H", "H"],
  "xyz": [[1.767, -1.378, 1.195], [1.314, -0.253, 1.117], [-1.512, 1.301, -1.497], [-2.082, 2.571, -1.219], [-0.643, 0.682, -0.707], [-1.671, 3.423, -0.233], [-0.297, 1.227, 0.604], [-0.499, 3.020, 0.617], [2.141, -2.755, 1.468], [0.933, 1.013, 1.135], [-1.509, 0.554, 1.712], [-0.755, 3.419, 2.236], [1.381, 3.815, -0.183], [-1.784, 0.869, -2.460], [-2.849, 2.728, -1.924], [-0.361, -0.252, -0.994], [-1.959, 4.317, 0.105], [2.027, -3.138, 2.542], [1.519, -3.498, 0.720], [3.165, -2.793, 1.350]]
}

=====

{
  "formula": "C5H11NO",
  "method": "ωB97M-V/def2-TZVPD",
  "elements": ["C", "C", "C", "O", "N", "C", "C", "H", "H", "H", "H", "H", "H", "H", "H", "H", "H", "H"],
  "xyz": [[-1.751, 0.095, -1.044], [-0.922, 0.089, 0.204], [-0.555, 1.438, 0.793], [-0.773, 1.755, 1.932], [0.325, -0.702, 0.114], [1.163, -0.491, -1.060], [1.146, -0.705, 1.308], [-1.197, 0.586, -1.858], [-1.910, -0.900, -1.450], [-2.658, 0.682, -0.933], [-1.430, -0.395, 1.026], [0.113, 2.107, 0.200], [0.579, -0.176, -1.918], [1.781, -1.357, -1.269], [1.927, 0.287, -0.862], [0.519, -0.699, 2.194], [1.691, -1.653, 1.329], [1.952, 0.042, 1.294]],
  "smiles": "C[C@H](C=O)N(C)C"
}

=====

{
  "formula": "C22H32N4O5S",
  "method": "ωB97M-V/def2-TZVPD",
  "elements": ["C", "C", "N", "C", "C", "C", "C", "N", "C", "O", "C", "C", "N", "C", "C", "C", "C", "C", "C", "S", "O", "O", "N", "C", "C", "O", "C", "C", "C", "C", "C", "O", "H", "H", "H", "H", "H", "H", "H", "H", "H", "H", "H", "H", "H", "H", "H", "H", "H", "H", "H", "H", "H", "H", "H", "H", "H", "H", "H", "H", "H", "H", "H", "H"],
  "xyz": [[2.316, 2.504, 1.803], [2.677, 1.477, 0.729], [4.024, 1.701, 0.229], [4.069, 2.695, -0.828], [5.479, 3.215, -1.083], [4.810, 0.511, -0.003], [4.513, -0.299, -1.291], [3.137, -0.712, -1.377], [2.682, -1.831, -0.797], [3.394, -2.688, -0.294], [1.189, -1.976, -0.802], [0.700, -3.140, -0.297], [-0.606, -3.441, -0.150], [-0.955, -4.723, 0.437], [-1.154, -4.611, 1.946], [-1.555, -2.501, -0.475], [-2.928, -2.712, -0.261], [-3.845, -1.738, -0.584], [-3.424, -0.541, -1.149], [-4.626, 0.747, -1.499], [-5.926, 0.147, -1.452], [-4.209, 1.451, -2.672], [-4.552, 1.821, -0.239], [-5.071, 1.413, 1.044], [-3.936, 0.974, 1.975], [-2.958, 1.984, 2.088], [-2.389, 2.299, 0.833], [-3.459, 2.762, -0.163], [-2.094, -0.320, -1.394], [-1.139, -1.278, -1.042], [0.280, -0.942, -1.243], [0.611, 0.144, -1.719], [2.289, 3.509, 1.392], [3.055, 2.480, 2.599], [1.338, 2.277, 2.220], [2.632, 0.482, 1.178], [1.926, 1.517, -0.074], [3.634, 2.319, -1.771], [3.449, 3.532, -0.499], [5.943, 3.495, -0.141], [5.433, 4.092, -1.725], [6.100, 2.470, -1.572], [4.668, -0.152, 0.853], [5.865, 0.797, -0.029], [5.135, -1.198, -1.274], [4.754, 0.289, -2.178], [2.443, -0.041, -1.697], [1.415, -3.888, 0.018], [-1.853, -5.111, -0.048], [-0.138, -5.417, 0.228], [-0.240, -4.259, 2.418], [-1.404, -5.585, 2.359], [-1.954, -3.915, 2.185], [-3.284, -3.633, 0.169], [-4.901, -1.885, -0.419], [-5.783, 0.608, 0.867], [-5.593, 2.267, 1.491], [-4.309, 0.803, 2.986], [-3.474, 0.048, 1.595], [-1.671, 3.098, 1.022], [-1.855, 1.420, 0.441], [-3.051, 2.869, -1.167], [-3.865, 3.726, 0.167], [-1.760, 0.591, -1.866]],
  "smiles": "CCN(CC)CCNC(=O)c1cn(CC)c2ccc(S(=O)(=O)N3CCOCC3)cc2c1=O"
}

=====

{
  "formula": "C17H21F3NO5S2",
  "method": "ωB97M-V/def2-TZVPD",
  "elements": ["C", "C", "O", "C", "C", "C", "O", "C", "C", "C", "C", "O", "H", "H", "H", "H", "H", "H", "H", "H", "H", "H", "H", "H", "H", "C", "N", "S", "C", "F", "F", "F", "S", "C", "C", "C", "C", "C", "C", "O", "O", "H", "H", "H", "H", "H", "H", "H", "H"],
  "xyz": [[0.310, 5.420, 4.343], [0.361, 3.919, 4.189], [1.298, 3.673, 3.125], [1.562, 2.375, 2.835], [2.648, 2.299, 1.838], [3.442, 1.106, 1.724], [2.947, -0.025, 1.702], [4.980, 1.263, 1.475], [5.413, 2.609, 0.933], [4.259, 3.362, 0.255], [3.109, 3.584, 1.257], [0.967, 1.466, 3.376], [-0.355, 5.693, 5.168], [1.318, 5.825, 4.525], [-0.087, 5.872, 3.424], [0.689, 3.436, 5.120], [-0.615, 3.501, 3.916], [5.465, 1.097, 2.447], [5.323, 0.456, 0.808], [5.783, 3.226, 1.762], [6.235, 2.500, 0.212], [4.601, 4.319, -0.161], [3.879, 2.773, -0.594], [2.278, 4.051, 0.694], [3.383, 4.299, 2.066], [-0.923, -1.070, -1.525], [0.436, -1.435, -1.145], [0.874, -1.013, 0.485], [0.015, -2.465, 1.242], [0.397, -3.654, 0.728], [0.265, -2.510, 2.584], [-1.340, -2.380, 1.105], [1.624, -1.235, -2.409], [1.806, 0.532, -2.354], [1.473, 1.377, -3.423], [1.086, 2.692, -3.131], [0.924, 3.106, -1.800], [1.281, 2.231, -0.766], [2.006, 1.082, -1.089], [2.821, -1.975, -2.090], [0.908, -1.437, -3.646], [-1.559, -1.258, -0.652], [-0.925, -0.003, -1.828], [-1.236, -1.733, -2.350], [1.531, 0.998, -4.444], [0.817, 3.383, -3.934], [0.484, 4.082, -1.562], [0.966, 2.403, 0.267], [2.729, 0.605, -0.444]],
  "charge": -1
}

=====

{
  "formula": "C5H13N3O",
  "method": "ωB97M-V/def2-TZVPD",
  "elements": ["C", "C", "N", "C", "N", "H", "H", "H", "H", "H", "H", "H", "H", "C", "C", "N", "O", "H", "H", "H", "H", "H"],
  "xyz": [[-0.423, -2.002, 1.125], [-0.731, -0.792, 0.550], [-0.485, -0.550, -0.829], [-1.429, 0.229, -1.602], [0.098, -1.570, -1.620], [-0.809, -2.197, 2.114], [-0.349, -2.911, 0.544], [-1.559, -0.184, 0.911], [-0.921, 0.582, -2.498], [-1.721, 1.102, -1.021], [-2.334, -0.322, -1.884], [-0.573, -2.330, -1.755], [0.870, -1.969, -1.082], [1.916, 1.270, -0.017], [0.629, 1.765, 0.587], [0.422, 1.308, 1.925], [-0.211, 2.475, 0.088], [1.745, 1.102, -1.077], [2.202, 0.303, 0.393], [2.719, 1.957, 0.246], [-0.247, 1.836, 2.468], [1.193, 0.899, 2.434]],
  "smiles": "C=CN(C)N.CC(N)=O"
}

=====

{
  "formula": "C5H8O2",
  "method": "ωB97M-V/def2-TZVPD",
  "elements": ["O", "C", "C", "C", "C", "C", "O", "H", "H", "H", "H", "H", "H", "H", "H"],
  "xyz": [[2.227, 1.198, -0.599], [1.463, 0.369, -0.184], [1.548, -1.150, -0.013], [0.042, -1.139, 0.352], [0.025, 0.409, 0.351], [-1.114, 1.083, -0.388], [-2.261, 0.838, 0.409], [1.820, -1.662, -0.940], [2.228, -1.479, 0.779], [-0.237, -1.605, 1.299], [-0.584, -1.558, -0.441], [0.047, 0.818, 1.370], [-0.926, 2.159, -0.512], [-1.229, 0.643, -1.392], [-3.049, 1.078, -0.091]],
  "smiles": "O=C1CC[C@@H]1CO"
}

=====

HOMO-LUMO gap in eV, matching the order above: 8.52; 9.43; 7.65; 6.27; 8.74; 10.36
ΔE to the lowest compared entry with this formula, charge and spin in eV, matching the order above: 0.0000; 1.9396; 0.0000; 0.3425; 2.9049; 1.2180